Entry 1:
{
  "formula": "C31H55BNO15",
  "method": "ωB97M-V/def2-TZVPD",
  "spin_multiplicity": 2,
  "homo_lumo_gap_ev": [8.73, 8.81],
  "total_charge": 0,
  "homo_energy_ev": [-8.352, -8.530],
  "s2": 0.754,
  "e_tot_ha": -2422.3628,
  "species": ["C", "C", "O", "B", "O", "C", "C", "C", "C", "C", "C", "C", "C", "C", "C", "C", "C", "C", "N", "O", "C", "C", "C", "C", "H", "H", "H", "H", "H", "H", "H", "H", "H", "H", "H", "H", "H", "H", "H", "H", "H", "H", "H", "H", "H", "H", "H", "H", "H", "H", "H", "H", "H", "H", "H", "C", "O", "C", "O", "O", "C", "H", "H", "H", "H", "H", "H", "C", "O", "C", "O", "O", "C", "H", "H", "H", "H", "H", "H", "C", "O", "C", "O", "O", "C", "H", "H", "H", "H", "H", "H", "C", "O", "C", "O", "O", "C", "H", "H", "H", "H", "H", "H"],
  "xyz": [[4.5133, 4.2165, 0.3193], [3.0545, 4.2591, -0.2887], [2.9442, 3.7900, -1.6407], [3.0458, 2.3761, -1.7332], [4.1061, 1.8887, -2.5678], [2.0733, 1.3071, -0.9359], [0.6262, 1.9690, -0.8851], [-0.3256, 1.4240, 0.2598], [-0.6903, 2.3653, 1.3970], [-1.5859, 1.9842, 2.4828], [-2.1516, 0.6335, 2.4962], [-3.1070, 0.1633, 3.6389], [-1.8104, -0.3171, 1.4195], [-0.9226, 0.1025, 0.3183], [1.9710, 0.0290, -1.8890], [2.8384, -1.2155, -1.4508], [4.3497, -1.1635, -1.8881], [2.2199, -2.4628, -2.2401], [2.6019, -1.4888, -0.0190], [1.4272, -1.9646, 0.2302], [3.0417, -0.4258, 0.9031], [4.5789, -0.5399, 1.3434], [2.2334, -0.6540, 2.2687], [2.7645, 1.0676, 0.4720], [4.5004, 3.4901, 1.1829], [4.7464, 5.2205, 0.7747], [5.3102, 3.9324, -0.4173], [2.3441, 3.7356, 0.4124], [2.7281, 5.3375, -0.2877], [4.9207, 1.9782, -2.0355], [0.6140, 3.0835, -0.8221], [0.1298, 1.7127, -1.8683], [-0.2813, 3.4054, 1.4151], [-1.8528, 2.7198, 3.2829], [-3.1477, 0.9879, 4.3966], [-2.6327, -0.7240, 4.1447], [-4.0984, -0.0748, 3.1802], [-2.2249, -1.3550, 1.4356], [-0.7110, -0.6464, -0.4738], [0.8966, -0.3138, -1.8432], [2.1549, 0.3056, -2.9666], [4.3587, -1.1704, -3.0142], [4.9297, -0.3083, -1.4726], [4.8079, -2.1439, -1.5828], [2.5202, -2.4243, -3.3269], [2.5448, -3.4422, -1.8054], [1.0976, -2.3852, -2.2463], [5.2319, 0.0368, 0.6289], [4.8380, -1.6329, 1.3009], [4.7406, -0.1959, 2.3927], [1.1673, -0.3375, 2.1762], [2.3621, -1.7028, 2.6479], [2.7042, 0.0299, 3.0329], [3.7585, 1.6072, 0.4780], [2.1667, 1.5708, 1.2868], [-9.4616, -1.9927, 4.2488], [-8.1870, -1.6936, 3.6808], [-7.5251, -2.7630, 3.2246], [-7.9123, -3.9025, 3.2591], [-6.3576, -2.3449, 2.7229], [-5.5399, -3.3892, 2.1947], [-9.9014, -1.0543, 4.5819], [-10.1201, -2.4399, 3.5032], [-9.3539, -2.6515, 5.1112], [-6.0424, -3.8915, 1.3670], [-5.2757, -4.1035, 2.9756], [-4.6240, -2.9358, 1.8188], [7.5850, -1.8485, -3.6364], [8.8042, -2.5890, -3.6533], [9.0257, -3.3030, -2.5435], [8.3023, -3.3588, -1.5824], [10.1911, -3.9439, -2.6886], [10.5578, -4.7515, -1.5706], [7.5105, -1.3111, -4.5803], [6.7284, -2.5183, -3.5511], [7.5871, -1.1210, -2.8235], [9.8190, -5.5361, -1.4035], [10.6778, -4.1393, -0.6761], [11.5136, -5.2186, -1.8020], [-0.7753, 6.0256, -0.5787], [-0.0151, 7.2338, -0.5699], [-0.7065, 8.3145, -0.1892], [-1.8667, 8.3357, 0.1300], [0.1185, 9.3679, -0.2255], [-0.4894, 10.6003, 0.1595], [-0.1264, 5.2096, -0.8931], [-1.1426, 5.7987, 0.4233], [-1.6021, 6.1111, -1.2845], [-0.8435, 10.5497, 1.1897], [-1.3069, 10.8540, -0.5163], [0.2705, 11.3769, 0.0915], [-9.4409, -4.0736, -3.3592], [-8.4769, -4.6037, -2.4506], [-8.9953, -5.3848, -1.4947], [-10.1601, -5.6557, -1.3575], [-7.9921, -5.8109, -0.7191], [-8.4005, -6.6613, 0.3531], [-8.9074, -3.4610, -4.0840], [-9.9509, -4.8772, -3.8918], [-10.1597, -3.4437, -2.8339], [-8.8682, -7.5687, -0.0309], [-9.0768, -6.1340, 1.0265], [-7.5083, -6.9419, 0.9103]]
}

Entry 2:
{
  "formula": "C31H55CdO5SSi",
  "method": "ωB97M-V/def2-TZVPD",
  "homo_lumo_gap_ev": 6.50,
  "total_charge": -1,
  "homo_energy_ev": -4.268,
  "e_above_lowest_kj_mol": 77.8,
  "e_tot_ha": -2445.9255,
  "species": ["O", "C", "C", "H", "H", "C", "H", "H", "C", "H", "H", "H", "C", "H", "H", "H", "Cd", "C", "C", "C", "H", "C", "C", "H", "H", "H", "H", "C", "C", "C", "H", "C", "C", "H", "H", "H", "H", "O", "C", "C", "H", "H", "C", "H", "H", "C", "H", "H", "H", "H", "C", "C", "C", "C", "O", "Si", "S", "O", "C", "C", "C", "C", "O", "C", "C", "C", "C", "H", "H", "H", "H", "H", "H", "H", "H", "H", "H", "H", "H", "H", "H", "H", "H", "H", "H", "H", "H", "H", "H", "H", "H", "H", "H", "H"],
  "xyz": [[-0.1701, 0.5251, -5.6508], [-0.2665, 1.7706, -6.4276], [-0.0369, 1.1127, -7.7584], [0.5368, 2.4830, -6.2321], [-1.2437, 2.2586, -6.3172], [0.0135, -0.1751, -6.9156], [0.9321, 1.3365, -8.2034], [-0.8566, 1.1653, -8.4662], [1.3289, -0.8845, -7.1087], [2.1753, -0.1932, -7.0399], [1.3090, -1.3128, -8.1245], [1.4521, -1.6989, -6.3828], [-1.1249, -1.1146, -7.2628], [-2.0598, -0.5642, -7.3795], [-1.2194, -1.9036, -6.5061], [-0.8757, -1.5860, -8.2254], [-0.3065, -0.0664, -0.7897], [-2.9939, -0.7464, 0.3834], [-2.3827, 0.4739, 0.7779], [-2.2308, 1.2824, -0.4070], [-2.1152, 0.7840, 1.7900], [-2.7763, 0.5312, -1.5235], [-3.2177, -0.7252, -1.0195], [-3.6988, -1.5119, -1.6057], [-3.3195, -1.5316, 1.0753], [-2.0062, 2.3539, -0.4012], [-2.9512, 0.9236, -2.5234], [0.3728, -2.1284, 0.8840], [-0.4167, -3.0454, 0.1544], [0.1642, -3.1969, -1.1409], [-1.2817, -3.5843, 0.5406], [1.2794, -2.3338, -1.2403], [1.3906, -1.6147, -0.0063], [2.2149, -0.9638, 0.2863], [0.2921, -1.8980, 1.9435], [-0.1337, -3.9321, -1.8856], [1.9955, -2.2807, -2.0663], [2.5242, 0.5402, -4.9425], [1.7422, -0.0440, -3.8713], [0.8571, 1.0342, -3.1805], [2.4182, -0.4732, -3.1100], [1.1502, -0.8751, -4.2660], [1.2464, 2.3419, -3.9108], [1.1605, 1.1578, -2.1224], [-0.2125, 0.7762, -3.1953], [2.4989, 1.9701, -4.7237], [1.4370, 3.1911, -3.2579], [0.4083, 2.6582, -4.5333], [3.3563, 2.2728, -4.0880], [2.5867, 2.4628, -5.6968], [3.7516, 1.1370, 4.5474], [2.7492, 0.0375, 4.8875], [2.8212, -1.1641, 3.9523], [3.0373, -0.4511, 6.3083], [1.4253, 0.6164, 4.8649], [0.3786, 0.9735, 3.6029], [1.0581, 1.2182, 1.7334], [-0.7207, -0.2712, 3.5719], [-1.4341, -0.8515, 4.6880], [-2.4948, -1.7403, 4.0459], [-0.4927, -1.6914, 5.5404], [-2.0884, 0.2108, 5.5677], [-0.4647, 2.2611, 4.2329], [-0.1213, 3.6209, 4.5620], [0.1340, 4.3894, 3.2719], [-1.3315, 4.2361, 5.2507], [1.0613, 3.6827, 5.5205], [4.7767, 0.7416, 4.5932], [3.6807, 1.9390, 5.2951], [3.5668, 1.5568, 3.5494], [2.0344, -1.8870, 4.2135], [3.7898, -1.6686, 4.0859], [2.7192, -0.8652, 2.9011], [2.9285, 0.3586, 7.0418], [2.3744, -1.2785, 6.5969], [4.0742, -0.8144, 6.3499], [-2.0152, -2.4943, 3.4083], [-3.0932, -2.2517, 4.8109], [-3.1649, -1.1351, 3.4235], [0.2540, -1.0573, 6.0325], [-1.0665, -2.2132, 6.3204], [0.0151, -2.4447, 4.9251], [-1.3448, 0.8071, 6.1124], [-2.7293, 0.8786, 4.9805], [-2.7206, -0.2963, 6.3141], [-0.7811, 4.4063, 2.6719], [0.4052, 5.4279, 3.4973], [0.9167, 3.9276, 2.6610], [-1.5908, 3.6861, 6.1617], [-1.1170, 5.2775, 5.5182], [-2.1988, 4.2381, 4.5828], [0.8751, 3.0689, 6.4095], [1.9992, 3.3610, 5.0561], [1.2042, 4.7182, 5.8644]]
}